Record 1
66
Properties=species:S:1:pos:R:3 method="wB97M-V/def2-TZVPD" fmax_ev_per_a=0.6 homo_lumo_gap_ev=4.7 charge=-2
Sn -0.88 1.18 0.60
N 1.47 1.14 3.33
N 1.32 2.14 4.29
C 0.25 2.94 4.45
N 0.40 3.82 5.51
S -1.11 2.94 3.50
H 0.67 0.49 3.35
H 1.51 1.56 2.41
H 2.15 2.36 4.81
H 0.93 3.48 6.30
H -0.47 4.26 5.76
Cl 0.23 -3.01 -5.28
C 0.42 -1.84 -3.99
C 1.66 -1.31 -3.75
C 1.86 -0.42 -2.69
I 3.75 0.37 -2.36
C 0.83 -0.04 -1.80
O 1.01 0.67 -0.77
C -0.49 -0.55 -2.15
N -1.53 -0.09 -1.40
C -2.74 -0.56 -1.61
C -3.02 -1.53 -2.59
C -2.00 -1.98 -3.38
C -0.69 -1.48 -3.20
H 2.49 -1.58 -4.38
H -3.52 -0.16 -0.98
H -4.02 -1.91 -2.70
H -2.18 -2.73 -4.14
C 3.64 -3.56 -0.62
C 2.59 -3.30 0.43
C 2.94 -3.07 1.76
C 1.98 -2.75 2.72
C 2.38 -2.49 4.15
C 0.64 -2.67 2.35
C 0.27 -2.94 1.03
C -1.18 -2.87 0.64
C 1.24 -3.25 0.09
C -0.42 -2.18 3.34
O -1.08 -3.03 3.96
O -0.52 -0.92 3.34
H 4.59 -3.86 -0.16
H 3.82 -2.66 -1.21
H 3.33 -4.35 -1.31
H 3.99 -3.11 2.04
H 3.46 -2.66 4.29
H 1.83 -3.15 4.82
H 2.15 -1.46 4.42
H -1.81 -3.28 1.43
H -1.37 -3.42 -0.29
H -1.48 -1.83 0.49
H 0.94 -3.44 -0.94
C -3.46 2.69 -2.47
Ge -1.82 3.62 -1.84
C -2.42 5.52 -1.79
C -0.65 3.57 -3.46
C -1.23 3.10 -0.13
H -3.91 3.25 -3.30
H -4.18 2.61 -1.66
H -3.23 1.69 -2.83
H -2.81 5.86 -2.76
H -1.60 6.18 -1.50
H -3.21 5.62 -1.04
H -1.11 4.12 -4.29
H -0.50 2.53 -3.77
H 0.33 3.99 -3.25
H -0.39 3.74 0.17

Record 2
22
Properties=species:S:1:pos:R:3 method="wB97M-V/def2-TZVPD" fmax_ev_per_a=2.4 homo_lumo_gap_ev=10.0 smiles=N#C[C@H]1CNCCOC1.O
N -1.75 2.16 -1.44
C -0.90 1.41 -1.16
C 0.01 0.44 -0.51
C 0.31 0.87 0.96
N 1.38 0.13 1.58
C 1.09 -1.17 2.15
C 0.03 -2.00 1.41
O 0.19 -1.95 0.00
C -0.58 -0.98 -0.66
H 0.96 0.49 -1.06
H 0.57 1.94 0.94
H -0.61 0.79 1.56
H 2.20 0.10 0.99
H 2.03 -1.73 2.19
H 0.74 -1.07 3.19
H 0.12 -3.05 1.72
H -0.98 -1.66 1.67
H -1.61 -0.99 -0.27
H -0.60 -1.26 -1.72
O -0.90 2.33 -4.19
H -0.05 2.55 -3.77
H -1.63 2.65 -3.56

Copy entry 1 word for word.
66
Properties=species:S:1:pos:R:3 method="wB97M-V/def2-TZVPD" fmax_ev_per_a=0.6 homo_lumo_gap_ev=4.7 charge=-2
Sn -0.88 1.18 0.60
N 1.47 1.14 3.33
N 1.32 2.14 4.29
C 0.25 2.94 4.45
N 0.40 3.82 5.51
S -1.11 2.94 3.50
H 0.67 0.49 3.35
H 1.51 1.56 2.41
H 2.15 2.36 4.81
H 0.93 3.48 6.30
H -0.47 4.26 5.76
Cl 0.23 -3.01 -5.28
C 0.42 -1.84 -3.99
C 1.66 -1.31 -3.75
C 1.86 -0.42 -2.69
I 3.75 0.37 -2.36
C 0.83 -0.04 -1.80
O 1.01 0.67 -0.77
C -0.49 -0.55 -2.15
N -1.53 -0.09 -1.40
C -2.74 -0.56 -1.61
C -3.02 -1.53 -2.59
C -2.00 -1.98 -3.38
C -0.69 -1.48 -3.20
H 2.49 -1.58 -4.38
H -3.52 -0.16 -0.98
H -4.02 -1.91 -2.70
H -2.18 -2.73 -4.14
C 3.64 -3.56 -0.62
C 2.59 -3.30 0.43
C 2.94 -3.07 1.76
C 1.98 -2.75 2.72
C 2.38 -2.49 4.15
C 0.64 -2.67 2.35
C 0.27 -2.94 1.03
C -1.18 -2.87 0.64
C 1.24 -3.25 0.09
C -0.42 -2.18 3.34
O -1.08 -3.03 3.96
O -0.52 -0.92 3.34
H 4.59 -3.86 -0.16
H 3.82 -2.66 -1.21
H 3.33 -4.35 -1.31
H 3.99 -3.11 2.04
H 3.46 -2.66 4.29
H 1.83 -3.15 4.82
H 2.15 -1.46 4.42
H -1.81 -3.28 1.43
H -1.37 -3.42 -0.29
H -1.48 -1.83 0.49
H 0.94 -3.44 -0.94
C -3.46 2.69 -2.47
Ge -1.82 3.62 -1.84
C -2.42 5.52 -1.79
C -0.65 3.57 -3.46
C -1.23 3.10 -0.13
H -3.91 3.25 -3.30
H -4.18 2.61 -1.66
H -3.23 1.69 -2.83
H -2.81 5.86 -2.76
H -1.60 6.18 -1.50
H -3.21 5.62 -1.04
H -1.11 4.12 -4.29
H -0.50 2.53 -3.77
H 0.33 3.99 -3.25
H -0.39 3.74 0.17